Density functional theory data (ωB97M-V/def2-TZVPD) for one molecule with the formula C13H9Cl2FN4O2S at a distorted geometry.

Each line ends with the Mulliken charge.
Element x y z (Å)
O (1.8996, -0.8208, 3.0750)  -0.553
F (1.8934, -0.8043, -1.0395)  -0.259
S (-0.5040, 1.2330, 3.4249)  -0.354
Cl (-0.2255, -0.3805, -3.4346)  -0.162
Cl (6.7884, 0.3676, -1.2650)  -0.205
N (-1.0769, -0.0754, -0.8996)  -0.422
N (-3.3285, -0.0071, -0.1653)  -0.387
O (-5.0139, -0.4464, -1.6716)  -0.410
C (1.7447, -0.4255, 1.9255)  0.349
C (-0.5921, 0.3290, 2.0150)  0.056
C (-2.0368, 0.0469, 0.0550)  0.089
C (-1.4537, -0.2980, -2.1555)  0.090
C (-3.7026, -0.2865, -1.3811)  0.888
C (-2.7830, -0.4365, -2.4121)  -0.574
C (5.3585, 0.3492, 1.0640)  -0.631
C (4.1526, -0.1253, -0.9996)  -0.664
C (4.1437, 0.1467, 1.7522)  -0.417
C (2.9552, -0.3559, -0.3229)  0.506
C (5.3191, 0.1693, -0.3309)  0.393
C (2.9693, -0.2240, 1.0979)  0.153
N (0.5543, -0.0302, 1.3483)  0.047
N (-1.7795, 0.3362, 1.3790)  -0.061
C (-5.9552, 0.1612, -0.7494)  -0.698
H (-3.1326, -0.6249, -3.4373)  0.411
H (6.2463, 0.5539, 1.6684)  0.400
H (4.1352, -0.1903, -2.0744)  0.453
H (4.1229, 0.2395, 2.8566)  0.385
H (0.5119, -0.0132, 0.3352)  0.423
H (-2.5332, 0.6631, 1.9062)  0.279
H (-5.7639, 1.2271, -0.5526)  0.312
H (-5.9820, -0.3798, 0.2000)  0.292
H (-6.9319, 0.1019, -1.2120)  0.272

Atomic forces in eV per Å
-0.897 0.450 -1.381
0.469 0.488 0.715
-0.198 -0.989 -0.058
-0.965 0.050 1.078
-0.366 -0.037 0.229
0.472 0.278 1.415
-1.166 -0.067 0.330
0.377 0.825 0.362
1.083 -0.203 2.190
1.381 2.653 1.719
0.687 0.032 -1.443
0.029 0.129 1.123
-0.734 -0.172 -0.494
-0.720 -0.511 -2.642
-1.246 -0.607 0.063
-1.060 -0.302 -0.445
0.805 0.002 0.066
1.789 0.141 1.277
0.772 0.609 1.004
-0.978 -0.118 -1.815
-0.554 -0.802 -0.437
1.978 -1.472 -2.006
0.013 -0.060 0.280
0.093 0.081 0.637
-0.175 0.042 -0.692
0.163 -0.148 -0.191
-0.115 -0.093 -0.921
-0.170 -0.135 -0.184
-1.283 0.512 0.828
0.373 -0.415 -0.182
0.148 0.075 -0.156
-0.005 -0.237 -0.271

Calculated values
- highest occupied orbital energy (Eh) = -0.3110
- E_LUMO (eV) = -0.4
- multiplicity = 1
- SMILES string = COc1cc(Cl)nc(NC(=S)NC(=O)c2ccc(Cl)cc2F)n1
- relative energy (zero: lowest compared OMol25 entry of this formula, charge and spin) (eV) = 0.1834

---

Density functional theory data (ωB97M-V/def2-TZVPD) for one molecule with the formula C13H9F15OS at a distorted geometry.

Each line ends with the Mulliken charge.
Element x y z (Å)
O (4.0268, 1.9117, -0.6123)  -0.596
F (-3.2384, -5.5112, 0.6510)  -0.232
F (-4.2113, -4.7654, 2.5206)  -0.228
F (-2.0531, -5.1285, 2.4115)  -0.253
F (-5.0584, -2.3110, 1.5060)  -0.237
F (-4.6719, -3.5495, -0.2739)  -0.268
F (-3.8744, -1.5365, -0.2122)  -0.198
F (-0.5605, 1.8862, 1.8693)  -0.297
F (-2.3468, 1.9048, 0.6431)  -0.311
F (0.1620, -0.6245, 1.3907)  -0.328
F (-1.3203, -0.8315, -0.1722)  -0.316
F (-3.3263, -0.1291, 1.9147)  -0.270
F (-1.6911, -0.1688, 3.2919)  -0.316
F (-3.1458, -2.3815, 3.4529)  -0.292
F (-1.0485, -2.6710, 2.7445)  -0.286
F (-1.8140, -3.3370, 0.3209)  -0.357
S (1.9172, 2.1254, -2.0503)  -0.307
C (3.6493, 2.2466, -1.7406)  0.627
C (4.2624, 3.0511, -4.0110)  -1.103
C (4.6026, 2.8057, -2.6910)  0.896
C (6.0548, 3.0495, -2.3118)  -1.174
C (-3.1328, -4.6624, 1.6946)  0.516
C (-4.1144, -2.6485, 0.5619)  0.617
C (1.2321, 1.7585, -0.3639)  -0.320
C (-0.3225, 1.7903, -0.4546)  -1.364
C (-1.1203, 1.3035, 0.7872)  0.735
C (-1.1046, -0.2399, 1.0109)  0.636
C (-2.1250, -0.7284, 2.0998)  0.610
C (-2.3048, -2.2518, 2.3593)  0.569
C (-2.8278, -3.2134, 1.2214)  0.658
H (4.9687, 3.4246, -4.7465)  0.266
H (3.2730, 2.8390, -4.4103)  0.229
H (6.1658, 3.8784, -1.5899)  0.263
H (6.6202, 3.2313, -3.2128)  0.387
H (6.4964, 2.1562, -1.8892)  0.309
H (1.6130, 0.7822, -0.0673)  0.361
H (1.6048, 2.5058, 0.3756)  0.405
H (-0.6404, 1.2174, -1.3273)  0.469
H (-0.5957, 2.8219, -0.6904)  0.499

Atomic forces in eV per Å
-0.070 0.395 -1.386
-0.395 1.012 0.791
1.006 0.270 -1.407
-1.078 0.714 -0.625
1.495 -0.514 -1.211
0.442 0.467 0.760
-0.042 -1.405 1.187
0.021 -0.194 0.599
0.090 -1.292 0.241
-1.081 0.621 -0.056
-0.387 -0.022 -0.094
0.286 -0.719 -0.463
0.100 -1.035 -0.971
0.943 0.211 -1.314
-1.309 0.157 -0.487
-0.491 0.089 -0.090
-0.858 0.235 -0.253
0.277 -0.584 3.341
-0.093 -0.701 2.178
0.376 0.896 -4.126
-0.629 -0.093 0.645
0.974 -1.831 1.700
-1.694 1.240 -1.121
0.222 0.096 0.384
0.863 -0.478 -0.657
1.183 2.251 -1.045
0.347 -0.371 0.207
-0.291 1.805 1.194
0.481 -0.932 1.624
-0.116 0.537 0.152
0.089 -0.027 0.324
0.013 0.072 0.249
-0.018 -0.406 -0.329
0.071 0.418 -0.217
-0.050 -0.182 0.426
-0.038 0.078 -0.008
-0.224 -0.526 -0.716
-0.071 -0.150 0.081
-0.345 -0.102 0.492

Calculated values
- highest occupied orbital energy (Eh) = -0.3533
- E_LUMO (eV) = -0.1
- multiplicity = 1
- SMILES string = C=C(C)C(=O)SCCC(F)(F)C(F)(F)C(F)(F)C(F)(F)C(F)(C(F)(F)F)C(F)(F)F
- relative energy (zero: lowest compared OMol25 entry of this formula, charge and spin) (eV) = 0.0000

---

Density functional theory data (ωB97M-V/def2-TZVPD) for one molecule with the formula C13H9N3O4 at a distorted geometry.

Each line ends with the Mulliken charge.
Element x y z (Å)
O (-2.4125, 0.1192, 3.8953)  -0.509
O (0.6486, -0.4582, 4.3637)  -0.580
O (4.0582, -0.0175, 1.6372)  -0.699
O (-3.7675, -0.8112, 2.2639)  -0.468
C (-2.5519, -0.3185, 2.7634)  0.155
C (0.9752, -0.2956, 3.2244)  0.276
C (2.8287, -0.0508, 1.7971)  0.241
C (0.0034, -0.2152, 2.0672)  0.302
C (-1.3931, -0.2262, 1.8603)  0.163
C (0.6106, -0.2204, 0.7609)  0.871
C (-0.3714, -0.2554, -0.2914)  -0.625
C (0.2078, 0.4208, -4.3073)  -0.511
C (0.9595, 1.1327, -3.3558)  -0.579
C (-0.9300, -0.1746, -3.9506)  -0.524
C (0.7938, 0.8615, -1.9738)  -0.429
C (-1.0783, -0.4770, -2.5974)  -0.532
C (-0.2203, -0.0118, -1.6257)  0.665
N (2.3197, -0.0796, 3.0198)  -0.050
N (2.0306, -0.2590, 0.6557)  -0.170
N (-1.5658, -0.1760, 0.4247)  0.002
H (-4.3958, -0.6781, 2.9962)  0.351
H (0.6391, 0.7526, -5.2646)  0.315
H (1.8556, 1.7490, -3.6456)  0.300
H (-1.7524, -0.3805, -4.6906)  0.321
H (1.5182, 1.3924, -1.2981)  0.422
H (-1.9478, -0.9611, -2.1821)  0.373
H (2.9960, 0.1484, 3.7456)  0.264
H (2.4494, -0.3253, -0.3229)  0.399
H (-2.5075, -0.1850, 0.0307)  0.255

Atomic forces in eV per Å
-0.945 -1.054 -1.395
-1.004 -0.398 1.048
-1.227 0.514 0.205
1.851 0.697 0.509
-0.025 1.179 1.548
-1.689 0.535 1.377
3.964 -1.152 -4.023
1.068 -0.317 -1.588
0.392 -0.361 -3.285
-0.284 -0.370 -0.479
-0.113 0.148 7.377
3.325 4.053 -0.961
1.557 -1.156 1.722
-2.744 -1.723 -0.005
1.627 1.580 -2.199
-1.079 0.236 -0.027
0.995 0.954 -2.714
-1.107 0.529 -0.972
-1.181 0.339 -0.472
-0.135 -0.966 2.054
0.176 -0.053 -0.176
-1.336 -0.968 -0.355
-1.242 -0.636 0.081
1.138 -0.247 0.866
-1.248 -0.757 -0.328
-0.312 -0.430 -0.506
-0.663 -0.398 0.119
-0.361 0.216 2.482
0.600 0.005 0.099

Calculated values
- highest occupied orbital energy (Eh) = -0.3009
- E_LUMO (eV) = -0.4
- multiplicity = 1
- SMILES string = O=C(O)c1[nH]c(-c2ccccc2)c2[nH]c(=O)[nH]c(=O)c12
- relative energy (zero: lowest compared OMol25 entry of this formula, charge and spin) (eV) = 1.4872

---

Orbital gap values, unit eV, following the record order: 8.1 9.5 7.8.